# 1
ORCA calculation (ωB97M-V/def2-TZVPD) on C18H10Cl5N3ORh as an isolated structure.

```
38
Properties=species:S:1:pos:R:3:forces:R:3:mulliken_charge:R:1
Rh 0.4987 -0.7165 -0.3920 1.2481 -2.1027 1.4476 0.182
O 1.8258 -0.3475 3.3548 0.1928 0.0416 0.0796 -0.665
C 1.6503 -0.3190 2.1576 -0.4694 -0.0489 -0.2023 -0.131
N 0.5653 -0.8203 1.5099 0.4387 -0.0552 0.3615 -0.316
C -0.4924 -1.5060 2.2183 -0.0119 0.2562 -0.0660 -0.741
C -1.5144 -1.9517 1.2067 0.0853 -0.0645 -0.0255 0.395
C -2.7207 -2.5213 1.5764 -0.0083 -0.0564 -0.0264 -0.832
C -3.6147 -2.9146 0.5976 -0.0308 -0.0157 0.0687 -0.253
C -3.2837 -2.7433 -0.7386 0.0380 0.0101 -0.1017 -0.893
C -2.0714 -2.1704 -1.0520 -0.0352 -0.0638 0.1148 -0.100
N -1.2064 -1.7828 -0.1014 -0.4051 0.2816 0.1758 0.108
C 2.6369 0.2886 1.1797 -0.1326 -0.1194 0.0095 0.718
C 3.7662 0.9424 1.6041 0.1734 0.0564 -0.0559 -0.527
C 4.6221 1.4775 0.6450 -0.0291 -0.0316 0.1659 -0.288
C 4.3170 1.3269 -0.6940 -0.0796 -0.0721 -0.1694 -0.846
C 3.1588 0.6513 -1.0527 0.1846 0.0312 0.0927 -0.056
N 2.3434 0.1431 -0.1311 -0.1923 0.5256 0.1264 0.033
H -0.9534 -0.8526 2.9653 -0.0685 -0.0162 -0.0158 0.407
H -0.0901 -2.3647 2.7648 -0.0630 -0.0483 -0.0217 0.471
H -2.9488 -2.6487 2.6256 0.0008 0.0157 0.0030 0.449
H -4.5654 -3.3505 0.8738 0.0067 -0.0084 -0.0018 0.430
H -3.9553 -3.0407 -1.5306 0.0021 -0.0137 0.0045 0.415
H -1.7548 -2.0144 -2.0735 -0.0428 0.0325 -0.0065 0.488
H 3.9526 1.0205 2.6662 -0.0111 -0.0035 0.0001 0.497
H 5.5172 2.0047 0.9460 -0.0006 -0.0001 0.0002 0.444
H 4.9586 1.7259 -1.4662 0.0021 -0.0022 0.0018 0.419
H 2.8748 0.5005 -2.0850 0.0074 0.0502 -0.0047 0.472
Cl 0.6320 -0.9486 -2.7337 -1.1551 2.1910 -0.4173 -0.163
C -0.4513 0.9801 -2.0328 0.6624 -1.2835 -2.3202 1.239
C -0.4302 0.9005 -0.7373 -0.3232 0.3208 1.6871 -0.052
C -1.1416 1.8750 -0.0304 -0.1022 0.4854 -0.5809 0.139
Cl -1.1904 1.9639 1.6793 0.0971 -0.2329 -0.0868 -0.146
C -1.8177 2.8332 -0.8089 0.0979 -0.1465 -0.1977 0.121
Cl -2.7066 4.0648 -0.0321 -0.0425 0.0519 0.0115 -0.142
C -1.7845 2.8086 -2.2297 -0.0160 0.0540 0.5315 0.565
Cl -2.6229 3.9851 -3.1359 -0.0013 0.0395 -0.0439 -0.128
C -1.0611 1.8258 -2.9068 0.0417 -0.1054 -0.8503 -0.580
Cl -0.9417 1.6952 -4.6066 -0.0584 0.0474 0.3125 -0.131
```
Positions in Å, forces in eV/Å.

Calculated values
LUMO level	-5.03	eV
net charge	+1
gap between HOMO and LUMO	6.95	eV

***

# 2
ORCA calculation (ωB97M-V/def2-TZVPD) on C18H10F9N2O3Tc as an isolated structure.

```
43
Properties=species:S:1:pos:R:3:forces:R:3:mulliken_charge:R:1
Tc -1.3163 0.6551 -0.1163 0.9192 -0.6947 0.5556 0.959
O -1.2388 2.5366 -0.4415 0.0972 0.2517 -0.4278 -0.756
C -0.3117 3.2974 -1.0511 -0.5592 -0.5509 0.4655 1.025
C -0.4303 4.6741 -0.9996 -0.1561 0.2844 0.1254 -0.572
C 0.5220 5.4522 -1.6169 0.1964 0.1308 -0.1337 -0.384
C 1.6141 4.8872 -2.3067 -0.1886 0.4407 0.1257 -0.748
C 1.7242 3.5357 -2.3706 0.0276 -0.4123 -0.0193 -0.858
C 0.7580 2.7038 -1.7428 0.3326 0.1817 -0.2067 0.366
C 0.9123 1.3219 -1.8836 -0.2803 -0.8803 0.1379 -0.036
N 0.1284 0.3708 -1.3887 0.3533 0.3698 -0.4965 0.437
N 0.5145 -0.9402 -1.6619 -0.3789 0.2790 0.2974 -1.093
C -0.3357 -1.7604 -1.1103 0.0914 0.3132 -0.0491 0.858
O -1.3800 -1.2867 -0.4399 -0.0083 0.0241 -0.2855 -0.805
C -0.1490 -3.2071 -1.2298 -0.1822 0.0907 0.1787 0.616
C 1.1151 -3.7284 -1.4866 0.1651 -0.1007 -0.1185 -0.415
C 1.2797 -5.1015 -1.5777 0.0901 0.1233 -0.0157 -0.686
C 0.1868 -5.9423 -1.4198 0.0250 -0.1587 -0.0140 -0.358
C -1.0730 -5.4212 -1.1651 -0.1123 0.0526 0.0208 -0.658
C -1.2423 -4.0501 -1.0593 -0.1437 -0.1145 0.0516 -0.347
H -1.2695 5.1043 -0.4653 0.0976 0.0033 -0.0643 0.496
H 0.4270 6.5293 -1.5700 0.0118 0.0012 -0.0020 0.400
H 2.3510 5.5222 -2.7792 -0.0584 0.0076 0.0276 0.436
H 2.5489 3.0705 -2.9009 -0.0792 0.0185 0.0528 0.393
H 1.7431 0.9374 -2.4657 0.0187 -0.0036 -0.0099 0.476
H 1.9571 -3.0580 -1.6098 -0.0505 -0.0627 0.0237 0.418
H 2.2618 -5.5175 -1.7693 -0.0705 0.0419 0.0133 0.396
H 0.3192 -7.0158 -1.4929 -0.0060 0.0735 0.0009 0.400
H -1.9221 -6.0837 -1.0470 0.0575 0.0556 0.0001 0.406
H -2.2194 -3.6297 -0.8520 0.0663 -0.0360 -0.0092 0.425
F -1.5399 2.4926 2.3912 0.0521 0.0390 0.0755 -0.234
C -0.5224 1.9160 3.0643 -0.0198 -0.1322 -0.1501 0.761
F -0.7484 2.0596 4.3586 0.0274 0.0015 0.0326 -0.232
F 0.5878 2.5576 2.7332 0.0428 0.0738 -0.0164 -0.244
C -0.4190 0.4166 2.6272 0.1070 -0.0604 -0.1043 1.029
O -0.0393 0.3347 1.2865 -0.3768 0.2675 0.2172 -0.603
C -1.7845 -0.2896 2.7987 0.0546 0.0602 -0.1182 0.614
F -2.6302 0.2693 1.8088 -0.0380 0.0373 -0.2287 -0.309
F -1.7395 -1.5695 2.5262 0.0191 -0.1244 0.0258 -0.202
F -2.3646 -0.0877 3.9490 -0.1530 0.0995 0.1179 -0.208
C 0.6859 -0.3258 3.4453 0.0238 0.0418 -0.1883 0.509
F 0.3735 -0.3523 4.7358 -0.0456 -0.0156 0.0932 -0.222
F 0.8181 -1.5727 3.0107 -0.0047 -0.0594 -0.0479 -0.220
F 1.8475 0.2954 3.2845 0.0357 0.0421 0.0669 -0.226
```
Positions in Å, forces in eV/Å.

Calculated values
<S²>	3.78
LUMO level (spin up / spin down)	-5.11 / -6.24	eV
net charge	+1
spin multiplicity	4
gap between HOMO and LUMO (spin up / spin down)	6.76 / 5.70	eV

***

# 3
ORCA calculation (ωB97M-V/def2-TZVPD) on a single C18H10FN3O5 molecule.

```
37
Properties=species:S:1:pos:R:3:forces:R:3:mulliken_charge:R:1
O -2.5991 0.2889 -3.3823 -1.4396 -0.1711 1.3289 -0.617
C -3.0482 0.5352 -2.2608 2.4795 0.8866 -0.1676 0.329
N -2.2756 0.4030 -1.1187 -2.1900 0.6819 0.0182 -0.089
C -1.0124 -0.1671 -0.9812 1.6881 0.3677 1.5717 0.632
C -0.6172 -1.3252 -1.6587 -0.3323 0.1413 0.1196 -0.392
C 0.5658 -1.9568 -1.3131 0.7743 -0.9822 -0.9098 -1.049
C 1.4337 -1.4132 -0.3733 -1.3552 -0.3729 -0.9073 0.745
O 2.6320 -1.9132 0.1163 -0.3237 1.1156 -0.4646 -0.416
C 3.0279 -0.9237 0.9649 -1.7572 1.9900 1.8808 0.545
C 4.3236 -1.0408 1.7551 -1.2175 -1.1378 -1.3620 0.115
C 4.9622 -2.3056 1.8996 0.4534 0.1118 -0.3287 -0.423
C 6.1731 -2.4356 2.6101 -1.1487 0.9572 -0.0032 -0.535
C 6.7168 -1.3251 3.2774 -1.0980 1.4346 -0.9196 -0.428
C 6.1297 -0.0415 3.0501 -0.6985 -1.4671 -0.4416 -0.463
C 4.9417 0.0771 2.2736 1.7107 0.6916 0.9825 0.361
F 4.5082 1.3422 2.0260 0.0899 -1.1006 0.2018 -0.269
N 2.0961 0.0401 1.1558 2.7254 -1.0341 -0.0550 -0.676
C 1.0831 -0.2226 0.2515 0.2536 -0.9117 0.3858 0.743
C -0.1597 0.3941 0.0179 -0.1872 -0.8152 -0.7661 -1.096
C -4.3499 1.2570 -2.0649 -1.0103 -0.2419 -0.3197 0.458
C -5.3168 1.3612 -3.0217 -0.7961 0.6675 0.9521 -0.677
C -6.4168 2.0655 -2.3987 0.5427 -0.2550 0.9192 -0.186
C -6.0450 2.3230 -1.0880 0.9014 -1.2755 -2.7534 -0.138
N -6.7997 3.0039 -0.0765 -0.5159 0.3391 0.2315 1.008
O -6.2884 3.2101 0.9907 0.9552 -0.1622 0.6953 -0.564
O -7.9364 3.3539 -0.3525 0.2918 -0.3907 -0.6889 -0.573
O -4.7660 1.8224 -0.8720 -0.5242 0.2424 -0.1963 -0.278
H -2.6779 0.8463 -0.2869 0.3636 -0.3774 -0.4333 0.281
H -1.2926 -1.7510 -2.4078 0.4527 0.1337 0.2898 0.383
H 0.8228 -2.8601 -1.8723 0.0079 0.1687 0.3579 0.360
H 4.5509 -3.1890 1.3534 0.2545 0.9292 0.6759 0.332
H 6.6547 -3.3885 2.6518 0.1520 -0.4298 0.1307 0.411
H 7.5915 -1.3919 3.9198 -0.1051 -0.0888 -0.2728 0.375
H 6.5638 0.8650 3.4388 0.0537 0.0488 0.1370 0.434
H -0.4872 1.2176 0.6454 0.1210 0.0598 -0.2477 0.360
H -5.3099 0.9604 -4.0265 0.2420 0.1241 0.2165 0.487
H -7.3787 2.2840 -2.8420 0.1862 0.1227 0.1424 0.510
```
Positions in Å, forces in eV/Å.

Calculated values
LUMO level	-1.16	eV
net charge	0
energy relative to the best compared isomer or geometry (same formula, charge and spin)	0.0	kJ/mol
SMILES	O=C(Nc1ccc2oc(-c3ccccc3F)nc2c1)c1ccc([N+](=O)[O-])o1
gap between HOMO and LUMO	7.50	eV